--- i ---
Below is a cluster of 2 separate species, CH3Cl2NO in total, with properties calculated with ωB97M-V with the def2-TZVPD basis set.

```
! RIJCOSX wB97M-V def2-TZVPD def2/J DEFGRID3
* xyz 0 1
C 0.552 -0.095 0.115
N -0.481 -0.163 0.896
O -0.193 0.444 -1.633
Cl 1.692 1.238 0.327
Cl 1.302 -1.650 -0.323
H -1.011 -1.023 0.726
H -0.759 0.656 1.234
H -1.101 0.593 -1.341
*
```

The orbital gap is 0.3762 Ha.

Quick look at the Löwdin charges, all values in e: number 1, C, carries -1.184; number 2, N, carries 0.044; number 3, O, carries -0.299; number 4, Cl, carries 0.648; number 5, Cl, carries 0.632; number 6, H, carries 0.132; number 7, H, carries 0.051; number 8, H, carries -0.024

---

--- ii ---
Below is an isolated molecule of CH3Cl2NO, with properties calculated with ωB97M-V with the def2-TZVPD basis set.

```
! RIJCOSX wB97M-V def2-TZVPD def2/J DEFGRID3
* xyz 0 1
C -0.364 -0.103 -0.114
N 0.694 -0.239 1.065
O 0.329 -0.010 -1.183
Cl -1.548 -1.440 0.107
Cl -1.306 1.562 0.069
H 1.488 -0.459 0.517
H 0.845 0.732 1.582
H -0.138 -0.043 -2.042
*
```

As for the structure (SMILES): NC(O)(Cl)Cl. The orbital gap is 0.3979 Ha.

Quick look at the Löwdin charges, all values in e: number 1, C, carries -1.259; number 2, N, carries -0.007; number 3, O, carries -0.060; number 4, Cl, carries 0.586; number 5, Cl, carries 0.455; number 6, H, carries 0.028; number 7, H, carries 0.113; number 8, H, carries 0.143

---

Relative energy table, unit eV: i 1.410; ii 0.000

---

--- i ---
Below is an isolated molecule of C3H6OS2, with properties calculated with ωB97M-V with the def2-TZVPD basis set.

```
! RIJCOSX wB97M-V def2-TZVPD def2/J DEFGRID3
* xyz 0 1
C 1.215 0.833 -0.161
C -1.188 0.850 -0.054
C -0.063 -1.632 0.096
H 1.329 0.951 0.938
H 2.052 1.351 -0.644
H -1.104 0.801 1.042
H -2.028 1.531 -0.312
H 0.025 -2.641 -0.289
H -0.195 -1.669 1.220
O -0.004 1.390 -0.679
S -1.535 -0.857 -0.611
S 1.496 -0.908 -0.546
*
```

As for the structure (SMILES): C1OCSCS1. The orbital gap is 0.3560 Ha.

Quick look at the Löwdin charges, all values in e: number 1, C, carries -0.524; number 2, C, carries -0.488; number 3, C, carries -0.806; number 4, H, carries 0.092; number 5, H, carries 0.083; number 6, H, carries 0.083; number 7, H, carries 0.099; number 8, H, carries 0.016; number 9, H, carries 0.063; number 10, O, carries -0.242; number 11, S, carries 0.806; number 12, S, carries 0.819

---

--- ii ---
Below is an isolated molecule of C3H6OS2, with properties calculated with ωB97M-V with the def2-TZVPD basis set.

```
! RIJCOSX wB97M-V def2-TZVPD def2/J DEFGRID3
* xyz 0 1
C 1.097 0.858 0.023
C -0.261 -1.191 -1.193
C -0.520 -0.772 1.204
H 1.609 1.980 0.024
H 1.817 -0.029 0.325
H 0.448 -2.086 -1.078
H -0.896 -1.441 -2.115
H -1.280 -1.219 1.919
H 0.341 -1.416 1.228
O -1.090 -1.182 -0.016
S 0.383 0.331 -1.465
S -0.084 0.938 1.442
*
```

As for the structure (SMILES): C1OCSCS1. The orbital gap is 0.3526 Ha.

Quick look at the Löwdin charges, all values in e: number 1, C, carries -0.829; number 2, C, carries -0.587; number 3, C, carries -0.581; number 4, H, carries 0.116; number 5, H, carries 0.071; number 6, H, carries 0.118; number 7, H, carries 0.117; number 8, H, carries 0.123; number 9, H, carries 0.071; number 10, O, carries -0.273; number 11, S, carries 0.849; number 12, S, carries 0.808

---

--- iii ---
Below is a cluster of 2 separate species, C3H6OS2 in total, with properties calculated with ωB97M-V with the def2-TZVPD basis set.

```
! RIJCOSX wB97M-V def2-TZVPD def2/J DEFGRID3
* xyz 0 1
C -0.783 0.214 -0.148
C -0.993 -1.296 -0.072
O -1.980 -2.016 -0.261
C 0.394 0.527 0.785
S 0.746 2.325 1.334
S 1.672 0.103 -1.860
H -0.728 0.415 -1.284
H -1.582 0.780 0.193
H -0.085 -2.055 0.240
H -0.043 0.054 1.669
H 1.316 -0.093 0.294
H 2.066 1.042 -0.890
*
```

The orbital gap is 0.1670 Ha.

Quick look at the Löwdin charges, all values in e: number 1, C, carries -0.331; number 2, C, carries -0.271; number 3, O, carries 0.011; number 4, C, carries -0.696; number 5, S, carries 0.591; number 6, S, carries 0.477; number 7, H, carries 0.086; number 8, H, carries 0.080; number 9, H, carries 0.162; number 10, H, carries 0.068; number 11, H, carries 0.037; number 12, H, carries -0.215

---

Relative energy table, unit eV: i 0.000; ii 1.228; iii 5.847

---

--- i ---
Below is a cluster of 2 separate species, C2H8N2S2 in total, with properties calculated with ωB97M-V with the def2-TZVPD basis set.

```
! RIJCOSX wB97M-V def2-TZVPD def2/J DEFGRID3
* xyz 0 1
C 0.723 -0.572 2.592
S -0.425 -1.142 3.926
S -1.976 0.184 3.648
H 1.707 -0.982 2.801
H 0.744 0.494 2.784
H 0.526 -0.785 1.541
H -2.859 -0.619 3.000
N -0.619 -0.055 -3.334
C 0.359 0.721 -2.762
N 1.217 0.266 -1.916
H -0.285 -0.872 -3.788
H -1.360 0.548 -3.633
H 0.330 1.805 -2.936
H 1.918 1.010 -1.921
*
```

As for the structure (SMILES): [H]/N=C/N.CSS. The orbital gap is 0.3532 Ha.

Quick look at the Löwdin charges, all values in e: number 1, C, carries -0.474; number 2, S, carries 0.330; number 3, S, carries 0.272; number 4, H, carries 0.022; number 5, H, carries 0.002; number 6, H, carries 0.034; number 7, H, carries -0.194; number 8, N, carries 0.067; number 9, C, carries -0.403; number 10, N, carries 0.046; number 11, H, carries 0.083; number 12, H, carries 0.078; number 13, H, carries 0.109; number 14, H, carries 0.026

---

--- ii ---
Below is an isolated molecule of C2H8N2S2, with properties calculated with ωB97M-V with the def2-TZVPD basis set.

```
! RIJCOSX wB97M-V def2-TZVPD def2/J DEFGRID3
* xyz 0 1
C 1.506 -0.417 -0.729
C -0.153 -0.064 -0.459
N -1.938 -0.524 1.037
N -0.726 -0.934 0.459
S 2.379 -0.582 0.788
S -0.248 1.836 0.077
H 1.582 -1.227 -1.417
H 1.745 0.484 -1.341
H -0.815 -0.034 -1.350
H -1.873 0.510 0.958
H -2.716 -0.923 0.629
H -0.005 -1.196 1.247
H 2.132 0.710 1.070
H -0.870 2.359 -0.968
*
```

As for the structure (SMILES): NN[C@@H](S)CS. The orbital gap is 0.3457 Ha.

Quick look at the Löwdin charges, all values in e: number 1, C, carries -0.579; number 2, C, carries -0.601; number 3, N, carries -0.015; number 4, N, carries -0.220; number 5, S, carries 0.728; number 6, S, carries 0.652; number 7, H, carries 0.046; number 8, H, carries 0.059; number 9, H, carries 0.097; number 10, H, carries 0.000; number 11, H, carries 0.037; number 12, H, carries 0.108; number 13, H, carries -0.136; number 14, H, carries -0.176

---

Relative energy table, unit eV: i 0.000; ii 1.145